(1)
This record from the Open Molecules 2025 dataset describes 7 unconnected molecules or ions with the total composition C42H92N11O6. The level of theory is ωB97M-V/def2-TZVPD.

The calculation puts the total energy at -2706.0962 Ha. Its spin multiplicity is 1. The calculation puts the HOMO-LUMO gap at 6.0935 eV. As for the molar mass: 847.269 g/mol. The net charge is +7. The HOMO energy comes out at -21.239 eV.

CARTESIAN COORDINATES (ANGSTROEM)
C 6.404 -1.763 -4.205
O 6.817 -1.865 -2.831
C 8.123 -1.664 -2.589
C 8.343 -1.610 -1.093
N 7.374 -0.538 -0.450
H 7.404 0.378 -0.876
H 6.406 -0.826 -0.435
C 7.619 -0.448 1.122
C 6.248 -0.567 1.883
O 5.771 -1.840 1.634
C 4.505 -1.962 2.232
H 6.553 -0.723 -4.498
H 5.345 -2.010 -4.279
H 6.893 -2.295 -5.021
H 8.421 -0.756 -3.115
H 8.712 -2.477 -3.013
H 9.408 -1.409 -0.974
H 8.115 -2.600 -0.698
H 8.024 0.558 1.233
H 8.337 -1.232 1.363
H 5.608 0.228 1.500
H 6.607 -0.418 2.902
H 4.106 -2.975 2.287
H 3.723 -1.361 1.768
H 4.456 -1.627 3.268
C 1.487 -1.566 10.218
O 1.058 -0.842 9.044
C 2.033 -0.193 8.222
C 1.315 0.392 7.066
N 0.552 1.759 7.361
H 1.241 2.296 7.869
H 0.359 2.281 6.519
C -0.776 1.610 8.117
C -2.065 1.430 7.182
O -2.044 0.066 6.631
C -3.217 -0.197 5.882
H 0.644 -1.746 10.885
H 2.166 -0.891 10.739
H 2.094 -2.450 10.022
H 2.798 -0.890 7.880
H 2.631 0.505 8.808
H 0.527 -0.191 6.589
H 1.992 0.572 6.231
H -0.941 2.571 8.605
H -0.760 0.851 8.898
H -2.166 2.070 6.305
H -3.022 1.621 7.666
H -3.188 0.300 4.913
H -4.112 0.139 6.405
H -3.150 -1.257 5.637
C -4.914 -4.759 -6.234
O -4.997 -4.906 -4.799
C -4.305 -6.081 -4.236
C -3.923 -5.886 -2.774
N -4.995 -5.635 -1.690
H -5.714 -6.339 -1.610
H -4.480 -5.709 -0.824
C -5.776 -4.304 -1.558
C -4.877 -2.998 -1.919
O -3.546 -2.964 -1.177
C -3.700 -2.541 0.147
H -5.293 -5.558 -6.871
H -3.873 -4.695 -6.551
H -5.524 -3.936 -6.605
H -3.369 -6.217 -4.777
H -4.893 -6.997 -4.288
H -3.072 -5.224 -2.609
H -3.482 -6.816 -2.416
H -6.068 -4.287 -0.508
H -6.660 -4.498 -2.167
H -5.500 -2.136 -1.680
H -4.610 -2.974 -2.976
H -3.999 -1.492 0.154
H -2.822 -2.731 0.764
H -4.541 -3.044 0.625
C -2.079 3.238 -6.594
C -1.171 2.358 -5.742
N -0.450 3.127 -4.796
C -0.973 3.653 -3.595
C 0.149 4.189 -2.880
N 1.294 3.966 -3.614
C 0.924 3.205 -4.721
C 2.658 4.291 -3.216
H -2.747 3.888 -6.029
H -2.720 2.561 -7.158
H -1.445 3.936 -7.140
H -0.374 1.815 -6.250
H -1.734 1.656 -5.127
H -2.048 3.680 -3.501
H 0.191 4.838 -2.018
H 1.574 2.814 -5.491
H 2.617 5.217 -2.644
H 3.305 4.420 -4.084
H 2.953 3.508 -2.518
C -2.774 0.821 1.598
C -1.753 0.088 0.777
N -0.448 0.768 0.623
C -0.067 1.410 -0.587
C 1.301 1.749 -0.380
N 1.635 1.480 0.972
C 0.575 0.867 1.533
C 2.864 1.814 1.640
H -3.705 0.266 1.481
H -2.964 1.868 1.365
H -2.546 0.764 2.662
H -2.143 -0.144 -0.213
H -1.589 -0.838 1.329
H -0.764 1.475 -1.409
H 2.009 2.119 -1.106
H 0.550 0.450 2.529
H 3.653 1.834 0.888
H 3.012 1.317 2.598
H 2.824 2.853 1.967
C -5.365 3.762 -0.379
C -4.212 4.614 -1.013
N -3.033 4.693 -0.082
C -1.949 3.911 -0.037
C -1.120 4.214 1.008
N -1.657 5.391 1.423
C -2.874 5.674 0.816
C -1.036 6.220 2.432
H -6.022 4.348 0.263
H -4.990 2.873 0.128
H -5.991 3.332 -1.162
H -4.521 5.653 -1.126
H -3.937 4.230 -1.995
H -1.966 3.084 -0.731
H -0.202 3.897 1.481
H -3.547 6.499 0.998
H -0.974 7.219 2.002
H -0.036 5.868 2.683
H -1.678 6.149 3.311
C -1.126 -3.347 -5.061
C -0.530 -1.943 -4.771
N -0.033 -1.953 -3.429
C -0.887 -1.873 -2.330
C -0.066 -2.013 -1.196
N 1.236 -2.008 -1.609
C 1.301 -1.897 -3.001
C 2.397 -1.965 -0.703
H -1.440 -3.451 -6.100
H -2.010 -3.620 -4.484
H -0.305 -4.048 -4.909
H -1.342 -1.225 -4.879
H 0.346 -1.678 -5.363
H -1.962 -1.860 -2.434
H -0.403 -2.118 -0.175
H 2.172 -1.736 -3.620
H 2.230 -2.233 0.340
H 2.910 -1.004 -0.737
H 3.179 -2.688 -0.935

Löwdin population analysis, charges in e, atoms 1 to 2: C -0.056; O -0.198

***

(2)
This record from the Open Molecules 2025 dataset describes a molecular structure, C42H96N3O5PRbS. The level of theory is ωB97M-V/def2-TZVPD.

The calculation puts the total energy at -2960.5617 Ha. Its spin multiplicity is 2. The calculation puts the HOMO-LUMO gap (alpha / beta) at 9.4035 / 4.5071 eV. As for the molar mass: 871.755 g/mol. The net charge is +4. The HOMO energy (alpha / beta) comes out at -18.343 / -18.338 eV.

CARTESIAN COORDINATES (ANGSTROEM)
Rb -1.304 0.235 35.785
S -2.096 1.663 38.664
O -2.583 0.404 38.150
O -3.012 2.756 38.390
O -1.868 1.460 40.082
O -0.856 1.929 37.921
C 1.773 4.425 44.384
C 1.198 4.590 42.956
C -0.336 4.373 42.814
C -0.793 2.873 42.952
P -2.666 2.499 43.118
C -3.596 3.483 41.936
C -3.667 4.929 42.314
C -4.680 5.570 41.354
C -4.754 7.066 41.624
C -3.099 3.029 44.826
C -2.439 2.359 45.977
C -3.089 2.582 47.371
C -2.818 3.895 48.016
C -3.001 0.703 42.959
C -1.826 -0.369 43.326
C -2.378 -1.801 42.978
C -1.548 -2.844 43.664
H 1.081 4.989 45.010
H 2.782 4.833 44.449
H 1.818 3.371 44.657
H 1.640 3.824 42.319
H 1.498 5.537 42.508
H -0.600 4.793 41.844
H -0.813 5.028 43.543
H -0.222 2.370 43.732
H -0.511 2.399 42.012
H -4.548 2.953 41.905
H -3.194 3.233 40.954
H -2.711 5.419 42.126
H -3.886 5.178 43.352
H -5.656 5.152 41.602
H -4.447 5.354 40.311
H -4.983 7.290 42.666
H -5.483 7.550 40.974
H -3.821 7.565 41.361
H -4.182 2.904 44.834
H -2.884 4.093 44.725
H -1.378 2.608 46.014
H -2.460 1.304 45.706
H -2.605 1.847 48.015
H -4.152 2.354 47.292
H -1.745 3.965 48.199
H -3.312 3.874 48.987
H -3.150 4.753 47.432
H -3.365 0.496 41.952
H -3.945 0.670 43.503
H -1.561 -0.418 44.382
H -0.898 -0.280 42.760
H -2.182 -1.823 41.906
H -3.454 -1.774 43.150
H -0.511 -2.586 43.449
H -1.691 -3.845 43.258
H -1.789 -2.831 44.727
C -5.707 -3.182 38.868
C -6.716 -2.018 39.038
N -6.157 -0.596 38.941
C -5.123 -0.233 40.002
C -5.442 -0.307 37.533
C -6.316 -0.490 36.318
C -7.432 0.300 39.223
C -7.151 1.782 39.137
O -7.025 2.353 37.771
C -6.527 3.687 37.720
H -6.294 -4.095 38.975
H -4.927 -3.191 39.629
H -5.244 -3.020 37.895
H -7.177 -2.054 40.025
H -7.479 -2.109 38.266
H -4.666 0.746 39.856
H -4.390 -1.026 39.856
H -5.598 -0.109 40.975
H -4.602 -0.999 37.596
H -4.876 0.624 37.556
H -5.872 -0.225 35.358
H -7.272 0.029 36.263
H -6.615 -1.528 36.168
H -7.733 -0.033 40.217
H -8.141 -0.113 38.505
H -6.240 2.035 39.680
H -7.976 2.323 39.602
H -6.838 4.250 36.840
H -5.445 3.781 37.627
H -6.675 4.283 38.620
C -2.282 -4.205 39.278
C -1.757 -2.772 39.095
C -0.252 -2.616 39.504
C 0.269 -1.230 39.043
N 1.660 -0.881 39.702
C 2.041 0.465 39.103
C 3.040 1.070 40.184
C 2.914 0.280 41.477
C 1.677 -0.518 41.234
C 2.709 -2.018 39.348
H -1.593 -4.840 38.721
H -3.314 -4.294 38.941
H -2.101 -4.469 40.320
H -2.378 -2.112 39.701
H -1.850 -2.500 38.043
H 0.357 -3.371 39.007
H -0.175 -2.687 40.589
H -0.383 -0.449 39.435
H 0.300 -0.924 37.997
H 2.545 0.440 38.137
H 1.184 1.131 39.000
H 4.101 1.090 39.937
H 2.744 2.097 40.401
H 3.784 -0.373 41.549
H 2.983 0.963 42.323
H 1.725 -1.456 41.789
H 0.799 0.056 41.530
H 2.489 -2.325 38.326
H 2.466 -2.755 40.113
H 3.693 -1.585 39.532
C -3.857 3.703 34.583
C -2.998 4.834 34.058
C -2.261 5.731 35.093
C -1.353 4.946 36.126
N -0.896 5.882 37.358
C -0.247 7.165 36.892
C 0.776 7.535 37.892
C 1.162 6.256 38.620
C 0.354 5.182 37.950
C -2.044 6.155 38.370
H -4.650 4.078 35.230
H -3.319 2.942 35.147
H -4.434 3.145 33.846
H -3.580 5.462 33.383
H -2.295 4.361 33.371
H -2.945 6.259 35.757
H -1.768 6.591 34.639
H -0.531 4.567 35.518
H -1.888 4.088 36.532
H -1.029 7.892 36.671
H 0.202 6.950 35.922
H 0.511 8.265 38.657
H 1.655 8.066 37.526
H 0.844 6.321 39.661
H 2.231 6.082 38.499
H 0.052 4.310 38.531
H 0.971 4.826 37.125
H -2.710 6.784 37.779
H -1.587 6.672 39.214
H -2.413 5.168 38.647

Löwdin population analysis, charges in e, atoms 1 to 2: Rb 0.951; S 0.143

***

(3)
This record from the Open Molecules 2025 dataset describes 9 unconnected molecules or ions with the total composition C42H97O8P. The level of theory is ωB97M-V/def2-TZVPD.

The calculation puts the total energy at -2601.3798 Ha. Its spin multiplicity is 1. The calculation puts the HOMO-LUMO gap at 8.0762 eV. As for the molar mass: 761.204 g/mol. The net charge is 0. The HOMO energy comes out at -7.742 eV.

CARTESIAN COORDINATES (ANGSTROEM)
C 0.528 0.690 3.141
C -0.158 1.548 3.637
C -0.866 2.682 4.439
P -2.627 3.002 3.737
C -2.585 4.672 2.885
C -3.025 5.795 3.566
C -2.998 1.666 2.468
C -4.500 1.627 1.944
C -5.619 1.736 3.058
C -6.029 3.234 3.428
C -5.316 0.932 4.384
H 1.182 -0.101 2.733
H -0.288 3.623 4.217
H -0.882 2.400 5.521
H -2.236 4.718 1.820
H -3.732 6.463 2.991
H -2.707 6.035 4.621
H -2.708 0.631 2.788
H -2.353 1.900 1.559
H -4.630 0.624 1.428
H -4.643 2.415 1.151
H -6.555 1.269 2.616
H -6.943 3.494 2.821
H -6.298 3.281 4.523
H -5.239 3.993 3.187
H -6.274 0.949 4.995
H -5.137 -0.164 4.158
H -4.521 1.378 5.036
C -0.111 -0.039 -0.873
C -0.096 -1.557 -0.900
O 0.555 -2.098 -2.040
C 1.923 -1.753 -2.203
C 2.804 -2.199 -1.049
H -0.590 0.356 -1.773
H -0.660 0.319 0.002
H 0.896 0.378 -0.830
H -1.126 -1.920 -0.931
H 0.346 -1.964 0.017
H 2.023 -0.679 -2.386
H 2.260 -2.252 -3.115
H 2.519 -1.721 -0.109
H 3.848 -1.946 -1.248
H 2.726 -3.279 -0.902
C -10.488 6.858 4.503
C -9.143 6.460 3.921
O -9.117 5.142 3.394
C -10.022 4.871 2.336
C -9.807 5.742 1.111
H -10.787 6.158 5.287
H -10.436 7.861 4.930
H -11.276 6.857 3.748
H -8.392 6.488 4.714
H -8.814 7.178 3.161
H -11.054 4.939 2.693
H -9.862 3.826 2.057
H -9.966 6.800 1.330
H -10.500 5.459 0.316
H -8.785 5.635 0.739
C 2.954 2.617 -6.495
C 2.245 1.472 -5.793
O 2.208 1.606 -4.379
C 1.549 2.756 -3.874
C 0.086 2.846 -4.273
H 3.976 2.719 -6.125
H 2.989 2.439 -7.572
H 2.450 3.571 -6.330
H 2.782 0.544 -5.999
H 1.231 1.335 -6.186
H 2.093 3.662 -4.161
H 1.613 2.693 -2.784
H -0.037 2.923 -5.355
H -0.379 3.724 -3.820
H -0.455 1.954 -3.945
C -0.874 -6.173 3.228
C -0.911 -4.793 2.596
O 0.368 -4.307 2.215
C 1.075 -5.085 1.261
C 0.347 -5.237 -0.063
H -0.219 -6.175 4.103
H -1.876 -6.476 3.539
H -0.496 -6.928 2.537
H -1.305 -4.080 3.325
H -1.596 -4.768 1.741
H 1.333 -6.062 1.684
H 2.022 -4.568 1.085
H -0.604 -5.760 0.052
H 0.956 -5.805 -0.770
H 0.131 -4.257 -0.495
C -2.149 -10.827 3.049
C -0.721 -10.763 2.538
O 0.093 -9.832 3.237
C 0.255 -10.059 4.629
C 0.892 -11.397 4.958
H -2.618 -9.841 2.999
H -2.736 -11.525 2.448
H -2.196 -11.159 4.087
H -0.732 -10.437 1.495
H -0.254 -11.754 2.545
H -0.702 -9.938 5.146
H 0.905 -9.261 4.996
H 0.278 -12.235 4.623
H 1.033 -11.496 6.036
H 1.865 -11.488 4.468
C 7.877 2.396 -8.491
C 6.438 2.061 -8.840
O 5.512 3.072 -8.469
C 5.702 4.348 -9.063
C 5.618 4.336 -10.578
H 7.976 2.590 -7.420
H 8.536 1.567 -8.759
H 8.229 3.286 -9.017
H 6.142 1.161 -8.297
H 6.335 1.826 -9.905
H 6.646 4.787 -8.723
H 4.908 4.990 -8.672
H 6.398 3.717 -11.025
H 5.727 5.348 -10.974
H 4.655 3.933 -10.904
C 4.518 -7.610 9.276
C 4.358 -8.216 7.893
O 3.007 -8.315 7.467
C 2.287 -7.095 7.374
C 2.892 -6.103 6.396
H 3.957 -8.188 10.014
H 5.571 -7.598 9.566
H 4.149 -6.583 9.317
H 4.751 -9.235 7.905
H 4.949 -7.667 7.151
H 2.167 -6.648 8.367
H 1.282 -7.356 7.033
H 3.896 -5.797 6.695
H 2.274 -5.205 6.332
H 2.969 -6.547 5.400
C 3.129 9.706 -7.450
C 3.352 8.262 -7.863
O 4.714 7.862 -7.825
C 5.358 7.942 -6.563
C 4.711 7.080 -5.493
H 3.712 10.379 -8.083
H 2.072 9.967 -7.539
H 3.431 9.886 -6.417
H 3.024 8.135 -8.897
H 2.741 7.580 -7.261
H 5.432 8.985 -6.240
H 6.384 7.596 -6.720
H 3.685 7.390 -5.286
H 5.274 7.147 -4.559
H 4.680 6.035 -5.810

Löwdin population analysis, charges in e, atoms 1 to 2: C 0.062; C -0.218